60
Properties=species:S:1:pos:R:3:forces:R:3 method="wB97M-V/def2-TZVPD" energy_ha=-1116.731322 homo_lumo_gap_ha=0.3630 smiles=COCCNCCOC.COCCNCCOC.CO.CO multiplicity=1 total_charge=0 relative_energy_kcal_mol=186.67
C 24.667 -60.287 27.688 -1.47 2.78 -2.44
O 25.471 -59.297 26.979 -1.33 0.20 0.81
C 24.667 -58.292 26.337 2.08 -0.75 -2.00
C 25.606 -57.412 25.524 1.82 -2.70 -0.74
N 24.834 -56.454 24.910 -1.40 2.04 -4.58
C 25.676 -55.572 23.989 -2.47 -0.20 -0.19
C 24.683 -54.852 23.003 3.06 -1.28 -1.91
O 25.395 -53.698 22.473 -0.65 -0.47 -1.05
C 24.603 -53.082 21.451 -2.42 -1.21 4.94
H 25.249 -61.043 27.968 3.09 -2.89 1.15
H 24.079 -60.740 26.870 -0.90 0.33 0.94
H 24.197 -59.952 28.627 -0.47 0.37 -0.80
H 24.282 -57.523 26.996 -1.12 -0.62 0.66
H 24.038 -58.658 25.473 -0.39 -0.22 1.72
H 26.322 -57.953 24.728 -1.79 0.87 1.86
H 26.168 -56.836 26.163 2.66 0.41 2.07
H 24.310 -55.851 25.553 0.49 -0.35 -0.34
H 26.581 -55.978 23.492 -1.17 -0.81 -0.02
H 26.130 -54.914 24.649 0.78 2.15 1.02
H 23.894 -54.349 23.463 -1.97 -0.33 1.17
H 24.370 -55.642 22.146 0.44 1.98 1.86
H 24.470 -53.654 20.652 -1.05 -3.71 -3.05
H 25.065 -52.376 20.970 3.22 4.77 -1.48
H 23.588 -52.703 21.759 0.93 -0.40 0.24
C 21.832 -68.120 22.945 5.87 -2.18 2.26
O 21.970 -67.570 24.272 -0.68 0.01 0.66
C 21.809 -66.133 24.233 0.06 -1.48 -0.31
C 21.851 -65.674 25.647 -10.47 1.37 -0.15
N 21.554 -64.247 25.724 0.59 1.50 -0.43
C 21.599 -63.638 27.027 0.73 2.16 -2.22
C 21.305 -62.167 26.941 -2.80 4.38 0.20
O 21.344 -61.637 28.317 1.50 -0.47 0.22
C 20.738 -60.388 28.450 0.65 0.53 -7.05
H 22.111 -69.397 22.955 -1.12 4.12 0.03
H 22.715 -67.537 22.520 -1.44 -1.27 -1.18
H 20.894 -67.857 22.675 -2.84 0.29 -1.88
H 20.866 -65.873 23.701 0.73 0.12 0.13
H 22.734 -65.707 23.812 -0.52 0.16 -0.77
H 22.708 -65.964 25.956 5.76 -1.37 3.05
H 20.872 -66.170 26.315 3.02 0.40 -1.69
H 20.659 -63.879 25.332 0.97 -1.46 -0.16
H 22.529 -63.571 27.472 2.37 -1.02 0.85
H 20.912 -63.974 27.700 -1.93 -1.54 2.02
H 20.159 -61.959 26.840 1.65 -0.75 -1.31
H 21.882 -61.383 26.170 -1.14 -2.47 1.90
H 21.264 -59.524 27.852 -0.09 -1.54 0.67
H 20.620 -59.931 29.321 -0.43 0.62 4.47
H 19.808 -60.412 27.853 -0.35 0.03 0.72
C 23.692 -58.560 22.016 -4.80 1.74 -5.57
O 22.986 -58.040 23.037 -0.69 1.70 2.24
H 24.411 -59.101 22.349 5.47 -3.31 1.79
H 23.981 -57.743 21.277 0.16 -1.11 0.58
H 23.033 -59.303 21.440 0.70 1.11 0.60
H 23.633 -57.436 23.464 -0.85 -0.10 0.59
C 24.516 -62.132 23.993 0.80 -2.71 3.96
O 23.090 -62.416 23.830 3.17 2.90 -3.28
H 24.843 -61.918 25.125 -1.34 0.57 -2.01
H 24.936 -61.335 23.385 -0.44 -0.40 -0.33
H 25.129 -63.136 24.058 -0.96 1.65 -1.53
H 22.811 -62.858 24.568 -1.28 -2.14 3.12


93
Properties=species:S:1:pos:R:3:forces:R:3 method="wB97M-V/def2-TZVPD" energy_ha=-2448.567348 homo_lumo_gap_ha=0.3561 smiles=CC(C)CB1OBOBO1.Fc1ccccc1.Fc1ccccc1.Fc1ccccc1.Fc1ccccc1.Fc1ccccc1.Fc1ccccc1 multiplicity=1 total_charge=0
C 3.090 -2.548 -5.456 0.37 0.27 0.19
C 3.071 -1.321 -4.516 0.00 -0.03 0.00
C 3.681 -0.055 -5.142 -0.05 -0.22 0.27
C 1.678 -1.074 -3.902 0.10 0.20 -0.21
B 0.501 -0.798 -4.900 0.09 0.38 0.43
O 0.711 -0.452 -6.229 -0.42 -0.62 0.10
B -0.316 -0.632 -7.128 -0.06 0.39 -0.24
O -1.625 -0.733 -6.695 0.55 -0.56 0.29
B -1.809 -1.087 -5.373 -0.45 0.38 0.28
O -0.817 -0.918 -4.431 0.31 -0.43 -0.87
H 3.371 -3.441 -4.891 -0.26 -0.04 -0.06
H 2.135 -2.720 -5.953 0.04 -0.01 -0.05
H 3.866 -2.420 -6.218 -0.18 -0.04 -0.01
H 3.733 -1.569 -3.685 0.06 -0.05 0.11
H 4.594 -0.318 -5.688 -0.15 0.14 0.01
H 3.967 0.634 -4.341 -0.04 0.04 -0.10
H 2.988 0.462 -5.804 0.06 -0.07 -0.13
H 1.724 -0.206 -3.225 0.00 -0.10 0.02
H 1.370 -1.913 -3.265 0.07 0.05 -0.01
H -0.080 -0.741 -8.287 0.01 0.18 0.01
H -2.848 -1.561 -5.040 -0.03 0.14 0.02
F 0.227 -1.792 -0.458 0.03 -0.12 -0.14
C -0.699 -0.844 -0.195 -0.18 0.30 -0.01
C -1.638 -0.520 -1.159 0.08 -0.12 0.07
C -2.563 0.471 -0.863 0.03 -0.02 0.06
C -2.541 1.116 0.366 -0.02 0.06 -0.10
C -1.588 0.772 1.310 0.01 0.00 0.03
C -0.656 -0.217 1.034 0.05 -0.03 0.06
H -1.640 -1.024 -2.115 0.08 -0.03 -0.01
H -3.310 0.737 -1.599 0.00 0.00 -0.02
H -3.264 1.887 0.586 -0.02 0.01 0.00
H -1.565 1.277 2.267 0.00 -0.01 0.01
H 0.102 -0.494 1.754 0.05 -0.02 -0.01
F 1.507 -4.129 4.695 0.02 0.01 0.02
C 0.986 -4.643 3.563 -0.07 -0.02 -0.08
C 1.149 -5.989 3.305 0.07 -0.08 0.08
C 0.610 -6.510 2.139 -0.02 0.06 -0.05
C -0.074 -5.688 1.253 0.02 0.03 -0.08
C -0.219 -4.334 1.528 0.06 -0.14 0.23
C 0.313 -3.805 2.698 -0.17 0.07 -0.05
H 1.688 -6.610 4.008 -0.01 0.02 0.01
H 0.723 -7.564 1.922 0.01 -0.01 0.00
H -0.487 -6.101 0.343 -0.01 0.00 0.00
H -0.742 -3.689 0.837 -0.02 0.02 -0.01
H 0.210 -2.757 2.943 0.01 0.04 0.01
F -5.139 1.179 2.090 -0.09 -0.02 0.02
C -5.107 2.134 3.042 0.02 0.08 0.09
C -5.059 1.753 4.368 -0.01 -0.10 0.04
C -5.018 2.741 5.341 0.00 0.06 -0.06
C -5.028 4.082 4.980 0.02 0.04 0.05
C -5.078 4.438 3.640 0.00 -0.05 0.04
C -5.115 3.460 2.656 0.00 0.03 -0.09
H -5.056 0.702 4.625 0.01 0.00 -0.02
H -4.980 2.462 6.386 0.00 -0.01 0.00
H -5.005 4.848 5.744 -0.01 0.00 0.00
H -5.094 5.482 3.357 0.00 0.00 -0.01
H -5.152 3.716 1.605 -0.02 -0.02 0.00
F 4.833 -0.547 -0.308 -0.05 -0.03 0.02
C 4.755 -1.666 0.451 -0.18 -0.15 0.08
C 5.879 -2.091 1.127 0.12 0.15 -0.04
C 5.784 -3.221 1.925 -0.03 -0.03 0.04
C 4.583 -3.905 2.028 -0.07 -0.08 -0.01
C 3.469 -3.468 1.321 0.23 0.01 -0.02
C 3.546 -2.335 0.523 0.04 0.10 -0.01
H 6.805 -1.537 1.035 -0.02 0.01 -0.01
H 6.652 -3.562 2.474 0.01 0.01 -0.02
H 4.511 -4.782 2.657 -0.01 0.00 -0.01
H 2.540 -4.011 1.394 -0.07 -0.02 -0.04
H 2.688 -1.966 -0.023 0.01 0.00 -0.02
F -7.403 5.952 7.138 0.02 0.00 0.01
C -8.265 6.072 6.106 -0.08 0.02 -0.10
C -8.933 7.266 5.929 0.02 0.09 0.06
C -9.814 7.382 4.863 0.01 -0.07 -0.03
C -10.015 6.313 4.000 -0.01 0.01 -0.02
C -9.331 5.122 4.201 -0.02 0.09 0.02
C -8.446 4.995 5.262 0.05 -0.15 0.00
H -8.764 8.085 6.616 0.02 -0.01 0.00
H -10.344 8.312 4.706 0.00 0.01 0.01
H -10.704 6.410 3.171 0.00 0.00 0.00
H -9.485 4.287 3.532 0.01 -0.01 0.00
H -7.896 4.079 5.433 0.00 0.01 0.01
F 7.941 -1.365 -5.576 -0.01 -0.02 -0.03
C 7.916 -0.443 -4.591 -0.01 0.10 0.10
C 8.687 0.694 -4.724 0.06 0.02 -0.08
C 8.654 1.640 -3.709 -0.06 -0.04 0.04
C 7.863 1.437 -2.587 0.01 0.01 -0.01
C 7.098 0.283 -2.476 0.08 0.07 -0.05
C 7.120 -0.668 -3.487 -0.06 -0.07 0.01
H 9.298 0.829 -5.606 -0.01 -0.02 -0.01
H 9.248 2.540 -3.799 0.01 0.00 -0.01
H 7.839 2.179 -1.800 0.00 0.00 0.00
H 6.481 0.121 -1.605 0.00 0.01 -0.03
H 6.527 -1.570 -3.426 0.00 -0.02 -0.01


63
Properties=species:S:1:pos:R:3:forces:R:3 method="wB97M-V/def2-TZVPD" energy_ha=-1865.269914 homo_lumo_gap_ha=0.2479 multiplicity=1 total_charge=+3 relative_energy_kcal_mol=0.00
Sn -1.797 0.293 0.485 -0.36 0.32 -0.38
C -2.731 -1.123 -2.500 -0.06 0.06 0.07
O -3.140 -0.330 -1.346 0.09 -0.01 0.03
C -4.267 0.517 -1.672 0.09 -0.05 -0.01
C -4.678 1.249 -0.422 -0.05 0.09 0.10
O -3.510 1.768 0.278 0.00 0.02 0.06
C -3.059 3.117 -0.012 -0.11 0.01 0.09
C -2.121 3.104 -1.190 0.03 -0.06 0.00
O -1.185 2.022 -0.973 0.04 -0.13 -0.01
C -0.277 1.863 -2.095 -0.08 -0.01 0.03
H -3.541 -1.800 -2.765 0.02 -0.02 -0.01
H -1.846 -1.686 -2.221 0.03 -0.02 0.02
H -2.512 -0.452 -3.330 0.01 -0.03 -0.03
H -5.092 -0.107 -2.020 -0.01 0.02 0.00
H -3.968 1.185 -2.483 -0.03 0.02 0.01
H -5.170 0.590 0.292 0.01 -0.03 -0.02
H -5.354 2.071 -0.654 0.00 0.00 0.02
H -2.560 3.451 0.897 0.02 0.01 -0.02
H -3.917 3.765 -0.187 -0.01 -0.02 -0.01
H -1.575 4.048 -1.255 0.00 0.00 0.01
H -2.634 2.929 -2.137 -0.02 0.03 0.01
H 0.410 2.707 -2.121 0.03 -0.01 -0.02
H -0.854 1.813 -3.018 0.02 0.01 -0.02
H 0.271 0.937 -1.949 0.02 0.00 0.01
C 4.331 1.986 -2.086 0.03 0.02 -0.01
C 4.004 2.496 -0.835 -0.01 0.00 -0.02
C 3.108 1.823 -0.023 -0.05 -0.05 -0.06
C 2.561 0.609 -0.471 -0.17 0.24 -0.23
C 2.904 0.092 -1.733 0.05 -0.04 0.05
C 3.783 0.787 -2.538 -0.01 0.03 0.02
P 1.622 -0.429 0.590 -0.91 -0.77 -0.01
C 1.020 0.406 2.035 0.09 0.20 0.13
C 0.932 -0.274 3.252 -0.01 -0.02 -0.07
C 0.356 0.355 4.345 -0.02 0.03 0.00
C -0.148 1.646 4.229 0.00 -0.03 0.07
C -0.077 2.324 3.019 -0.01 -0.03 -0.07
C 0.504 1.710 1.914 -0.01 0.00 0.06
C 2.334 -2.009 0.774 1.04 0.18 0.10
C 3.588 -2.542 0.965 -0.12 -0.03 0.18
C 3.668 -3.945 1.083 -0.09 0.00 -0.07
C 2.546 -4.746 0.984 0.00 0.04 0.01
C 1.262 -4.192 0.754 0.19 -0.16 -0.04
C 0.043 -4.897 0.583 -0.05 0.04 0.00
C -1.109 -4.209 0.323 -0.06 0.14 0.04
C -1.144 -2.780 0.206 -0.05 -0.11 -0.05
C 0.037 -2.114 0.310 0.95 1.21 -0.02
C 1.215 -2.800 0.618 -0.53 -1.04 0.03
H 5.034 2.521 -2.712 0.00 0.00 -0.01
H 4.459 3.413 -0.486 0.00 0.01 0.00
H 2.877 2.214 0.958 0.03 -0.01 0.02
H 2.505 -0.860 -2.066 -0.01 -0.01 0.01
H 4.060 0.394 -3.506 0.00 0.00 -0.01
H 1.319 -1.281 3.347 0.02 0.00 0.00
H 0.311 -0.159 5.296 -0.01 0.00 0.00
H -0.584 2.130 5.093 0.00 0.00 0.00
H -0.445 3.340 2.944 0.02 0.01 0.00
H 0.603 2.257 0.983 0.01 0.01 0.01
H 4.474 -1.925 1.045 0.01 -0.03 0.02
H 4.633 -4.403 1.248 0.01 0.00 -0.01
H 2.651 -5.822 1.053 0.01 0.00 0.04
H 0.026 -5.976 0.663 -0.01 0.00 -0.02
H -2.041 -4.744 0.200 0.00 0.00 0.02
H -2.116 -2.328 0.041 -0.03 -0.03 -0.09


Q: What is the multiplicity in the second record?
A: 1